[1]
C4H10OS | ωB97M-V/def2-TZVPD

Structure (XYZ):
```
16
Properties=species:S:1:pos:R:3:forces:R:3
C 0.8598 -1.6800 1.7516 0.548 3.278 0.049
C 0.0365 -0.2656 1.6361 -1.461 -3.375 5.178
C -0.2045 0.6600 -0.5746 -0.263 1.362 -6.540
C -0.1387 1.5739 -2.0012 -3.525 -0.180 3.831
H 1.9529 -1.5787 1.9907 -0.441 0.552 -1.866
H 0.7628 -2.1386 2.6674 -1.966 -1.259 2.222
H 0.5212 -2.3007 0.9734 0.433 -0.973 -1.057
H -1.2573 -0.6873 1.2191 4.151 1.922 1.543
H 0.0561 0.1594 2.9007 -0.633 -1.199 -3.879
H 0.0835 -0.1255 -1.2624 0.267 -1.641 1.043
H -1.2741 0.5474 -0.4364 0.080 0.464 0.741
H -0.4629 2.6438 -1.7363 0.742 -1.463 -0.901
H 0.7997 1.4503 -2.4745 0.815 0.094 -0.679
H -1.3185 -0.1907 -2.6896 0.788 5.499 0.391
O -1.2839 0.9878 -2.6583 0.156 -3.940 -1.158
S 0.8675 0.9444 0.6942 0.308 0.858 1.081
```
Positions in Å, forces in eV/Å.

Computed properties:
2S+1 = 1
HOMO-LUMO gap = 9.02 eV
Relative energy (zero: lowest compared OMol25 entry of this formula, charge and spin) = 5.2436 eV
Highest occupied orbital energy = -8.4 eV
E_LUMO = 0.61 eV
Strongest force on any atom = 6.7 eV/Å

Atomic partial charges in e from the Mulliken method, atoms 1 to 4: C -1.161; C -0.249; C -0.699; C -0.371

---

[2]
CH4FP | ωB97M-V/def2-TZVPD

Structure (XYZ):
```
7
Properties=species:S:1:pos:R:3:forces:R:3
C 0.6590 -0.0378 0.4102 0.051 -0.045 -4.345
P -0.9145 0.7565 -0.0345 -0.717 0.465 -1.285
F -1.7105 -0.6673 -0.0745 -0.055 0.220 0.198
H 0.5135 -0.5451 1.2752 -0.642 -1.715 2.612
H 1.6230 0.4253 0.4687 0.201 0.857 -0.253
H 0.6297 -0.7237 -0.4892 0.846 0.042 1.380
H -0.8002 0.7920 -1.5559 0.317 0.176 1.693
```
Positions in Å, forces in eV/Å.

Computed properties:
2S+1 = 1
Structure (SMILES) = CPF
HOMO-LUMO gap = 10.34 eV
Relative energy (zero: lowest compared OMol25 entry of this formula, charge and spin) = 0.3924 eV
Highest occupied orbital energy = -9.3 eV
E_LUMO = 1.03 eV
Strongest force on any atom = 4.3 eV/Å

Atomic partial charges in e from the Mulliken method, atoms 1 to 4: C -0.857; P 0.201; F -0.280; H 0.285

---

[3]
C14H42O7 | ωB97M-V/def2-TZVPD

Structure (XYZ):
```
63
Properties=species:S:1:pos:R:3:forces:R:3
C -21.2793 2.7404 23.2325 1.221 1.103 0.527
C -19.8076 2.3697 23.3908 -0.181 -1.238 -1.785
O -19.6232 1.2859 22.4248 1.127 -0.501 1.062
H -21.3544 3.8178 23.3798 -0.608 -0.003 0.572
H -21.7988 2.1142 23.9578 -0.605 0.397 -0.391
H -21.5814 2.5947 22.1954 -0.203 -0.301 0.171
H -19.5751 1.9956 24.3879 -0.199 -0.399 -0.145
H -19.0251 3.1060 23.2072 -0.413 0.593 -0.264
H -20.0355 1.4790 21.5796 -0.083 0.413 0.216
C -10.1647 1.5765 21.3742 0.831 0.057 -1.878
C -11.4575 1.2486 21.9758 -1.560 1.028 1.124
O -12.4644 2.0772 21.3302 1.074 -0.395 -0.073
H -9.9098 2.6295 21.2544 -0.322 0.117 0.527
H -10.3638 1.2381 20.3574 0.903 -0.081 -0.429
H -9.3081 1.0565 21.8030 -0.180 -0.153 0.007
H -11.4354 1.4640 23.0441 -0.227 0.007 0.175
H -11.6391 0.1817 21.8461 -0.314 -0.103 -0.027
H -13.3559 1.8329 21.5896 -0.062 -0.401 0.487
C -12.8255 -0.1709 24.9230 1.207 1.111 -0.068
C -13.4164 -1.4682 24.5240 0.515 -0.228 -0.899
O -13.9563 -2.1085 25.6675 -0.539 -0.103 -0.784
H -11.7644 -0.3773 25.0625 0.099 0.550 0.427
H -13.2187 0.3159 25.8155 -0.184 -0.468 0.212
H -12.8814 0.5953 24.1498 0.000 -0.290 -0.131
H -12.6401 -2.0978 24.0891 0.498 -0.185 0.303
H -14.0277 -1.3586 23.6282 -1.252 0.087 0.498
H -14.2855 -2.9213 25.2768 -0.366 -0.443 0.675
C -16.2274 2.5103 21.5034 0.086 -0.938 0.251
C -16.1152 1.1109 22.1981 -1.627 2.051 0.114
O -14.8116 0.9940 22.6656 1.242 -0.727 0.316
H -15.7901 3.2575 22.1657 0.115 -0.134 0.208
H -17.2624 2.8257 21.3711 -0.003 -0.249 -0.475
H -15.6254 2.5370 20.5952 -0.323 0.075 -0.251
H -16.4359 0.2282 21.6449 0.283 0.218 -0.481
H -16.8186 1.1791 23.0280 -0.056 -0.280 0.233
H -14.7995 1.1180 23.6175 0.048 0.017 -0.016
C -15.9947 -1.1320 18.4068 0.239 -0.153 -0.158
C -14.8009 -0.7742 17.5014 -1.826 -2.414 -0.061
O -14.1792 0.3936 17.7701 0.679 2.389 0.497
H -16.4027 -2.1052 18.1338 0.423 -0.309 0.054
H -16.8932 -0.5181 18.3435 0.369 0.687 0.079
H -15.5889 -1.1851 19.4170 -0.451 0.004 0.297
H -15.1734 -0.7983 16.4773 0.365 0.036 -0.289
H -14.0858 -1.5781 17.6760 0.093 -0.383 -0.461
H -14.5026 0.7441 18.6033 0.139 0.156 0.066
C -17.6406 0.1354 26.3128 -0.663 0.891 -0.110
C -16.2692 0.8138 26.5736 -1.006 -2.209 0.054
O -15.6632 -0.1278 27.4053 1.561 -0.608 1.359
H -17.6384 -0.7437 25.6683 0.593 0.494 -0.849
H -18.3800 0.8729 26.0006 -0.223 -0.204 -0.358
H -18.0539 -0.3867 27.1757 0.340 0.770 0.766
H -16.2777 1.7450 27.1399 -0.411 0.238 -0.500
H -15.6651 0.8505 25.6671 -0.235 0.715 -0.323
H -14.9914 -0.6254 26.9335 0.072 -0.246 -0.088
C -19.6611 5.2759 20.4820 0.735 0.339 -0.822
C -20.4738 6.4599 21.0000 -0.998 -1.897 -1.966
O -20.0630 6.6892 22.2767 0.379 1.258 1.891
H -18.6734 5.6808 20.2614 0.306 -0.193 -0.093
H -20.0065 4.8146 19.5568 -0.259 0.096 -0.016
H -19.4955 4.4972 21.2265 -0.408 0.116 0.178
H -21.5294 6.1899 20.9716 -0.200 0.025 0.433
H -20.4102 7.3194 20.3327 0.314 0.180 -0.007
H -19.3264 7.3013 22.2120 0.130 0.016 0.419
```
Positions in Å, forces in eV/Å.

Computed properties:
2S+1 = 1
Structure (SMILES) = CCO.CCO.CCO.CCO.CCO.CCO.CCO
HOMO-LUMO gap = 10.41 eV
Relative energy (zero: lowest compared OMol25 entry of this formula, charge and spin) = 3.8056 eV
Highest occupied orbital energy = -9.9 eV
E_LUMO = 0.54 eV
Strongest force on any atom = 3.0 eV/Å

Atomic partial charges in e from the Mulliken method, atoms 1 to 4: C -1.149; C 0.363; O -0.552; H 0.269